Computed, not measured: a 14-piece molecular cluster, C13H52BF4O13 overall at a distorted geometry, with wB97M-V/def2-TZVPD.

Output
- Relative energy (zero: lowest compared OMol25 entry of this formula, charge and spin): 4.9 kcal per mole
- E_LUMO: 2.581 eV
- HOMO-LUMO gap: 9.533 eV
- Strongest force on any atom: 0.0600 hartree/bohr

```
! wB97M-V def2-TZVPD RIJCOSX def2/J DEFGRID3
* xyz -1 1
B 0.21 0.07 -0.14
F 1.53 -0.04 -0.49
F -0.53 -0.70 -1.03
F 0.01 -0.41 1.11
F -0.21 1.38 -0.23
C -0.72 3.73 2.11
O -0.52 2.35 2.15
H 0.09 4.29 2.61
H -1.60 4.00 2.72
H -0.78 4.08 1.12
H -0.45 2.07 1.24
C -3.34 1.38 0.86
O -2.83 0.16 0.38
H -3.06 1.50 1.86
H -4.41 1.47 0.79
H -2.85 2.16 0.24
H -1.93 0.03 0.72
C 3.16 2.77 0.00
O 1.79 2.90 0.26
H 3.67 3.75 -0.03
H 3.25 2.30 -1.01
H 3.59 2.18 0.74
H 1.35 2.09 0.15
C -3.50 -2.23 -1.38
O -2.20 -2.39 -1.92
H -3.49 -2.58 -0.34
H -4.14 -2.90 -1.88
H -3.90 -1.30 -1.45
H -1.64 -1.73 -1.52
C 1.33 0.47 -3.26
O 1.04 0.95 -4.52
H 1.34 1.29 -2.60
H 2.33 0.04 -3.22
H 0.66 -0.33 -3.05
H 0.79 0.16 -5.03
C -2.22 -0.18 3.90
O -2.02 -1.09 4.91
H -3.31 0.05 3.86
H -1.95 -0.62 2.95
H -1.65 0.74 4.04
H -1.14 -1.46 4.80
C 1.11 -0.34 3.72
O 1.45 -0.56 5.03
H 0.53 0.59 3.64
H 0.50 -1.17 3.43
H 2.02 -0.18 3.17
H 2.40 -0.39 5.14
C 2.58 -2.75 1.89
O 2.50 -3.76 0.92
H 2.29 -1.82 1.49
H 3.66 -2.68 2.14
H 2.06 -2.91 2.82
H 2.68 -3.41 0.02
C 1.43 -3.03 -2.69
O 2.30 -2.73 -1.63
H 0.39 -2.98 -2.37
H 1.58 -4.07 -3.04
H 1.60 -2.26 -3.44
H 2.02 -1.86 -1.35
C -2.14 4.09 -2.02
O -1.84 5.00 -1.02
H -1.43 3.28 -1.89
H -2.06 4.50 -3.07
H -3.16 3.77 -1.79
H -0.86 4.92 -0.91
C 4.65 -0.47 -1.57
O 4.00 -0.63 -0.32
H 4.37 0.48 -1.99
H 4.32 -1.22 -2.24
H 5.72 -0.48 -1.53
H 3.10 -0.28 -0.35
C -0.90 -3.36 1.11
O -1.62 -4.57 0.94
H -0.10 -3.52 1.79
H -1.42 -2.46 1.53
H -0.38 -3.03 0.23
H -1.11 -5.22 0.40
C -2.16 0.87 -3.10
O -3.20 1.17 -2.26
H -2.46 1.02 -4.14
H -1.96 -0.18 -2.99
H -1.26 1.40 -2.83
H -2.95 0.85 -1.35
*
```